Entry 1:
C18H42BN7OP3Zn | wB97M-V/def2-TZVPD

The geometry in XYZ format:
```
73
Properties=species:S:1:pos:R:3:mulliken_charge:R:1
Zn -0.441 0.045 -0.443 1.46
B 1.005 -1.827 1.740 0.07
N -0.558 -1.906 1.709 0.38
C -1.367 -2.540 2.562 -0.32
C -2.676 -2.412 2.125 -1.00
C -2.575 -1.656 0.963 -0.58
N -1.296 -1.363 0.715 -0.42
N 1.453 -0.331 1.745 0.25
C 2.275 0.269 2.613 -0.32
C 2.426 1.597 2.243 -1.03
C 1.634 1.726 1.107 -0.33
N 1.066 0.558 0.807 -0.14
H 1.376 -2.327 2.767 -0.15
H 1.440 -2.373 0.758 -0.29
H -0.955 -3.048 3.417 0.48
H -3.563 -2.818 2.577 0.48
H -3.348 -1.306 0.297 0.55
H 2.696 -0.290 3.431 0.47
H 3.027 2.348 2.723 0.46
H 1.445 2.594 0.495 0.44
C 2.781 -2.309 -1.869 -1.41
P 1.036 -1.786 -1.882 0.91
C 0.136 -3.374 -1.819 -1.38
C 0.816 -1.295 -3.648 -1.07
C -0.554 -0.649 -3.892 -0.95
P -0.887 0.701 -2.705 0.89
C 0.259 2.025 -3.195 -1.44
C -2.520 1.341 -3.169 -1.20
H 2.984 -3.043 -2.651 0.44
H 3.011 -2.748 -0.899 0.39
H 3.429 -1.444 -2.012 0.37
H 0.500 -4.080 -2.567 0.47
H -0.932 -3.210 -1.970 0.37
H 0.265 -3.803 -0.825 0.33
H 0.952 -2.151 -4.313 0.56
H 1.613 -0.584 -3.884 0.41
H -1.352 -1.386 -3.763 0.36
H -0.636 -0.267 -4.913 0.57
H 0.163 2.258 -4.257 0.44
H 1.288 1.732 -2.984 0.40
H 0.034 2.918 -2.612 0.31
H -2.534 1.667 -4.210 0.51
H -2.762 2.182 -2.519 0.20
H -3.275 0.567 -3.030 0.37
C -4.507 1.659 2.759 -1.08
N -3.855 1.686 1.460 0.79
C -4.717 1.319 0.346 -1.22
P -2.414 2.418 1.162 -1.45
O -1.668 1.694 0.079 0.24
N -2.697 3.960 0.660 0.46
C -3.805 4.761 1.156 -0.98
C -1.660 4.718 -0.024 -0.82
N -1.598 2.460 2.582 1.04
C -1.390 3.648 3.391 -1.03
C -1.233 1.207 3.233 -1.32
H -4.795 0.636 3.011 0.26
H -5.410 2.278 2.764 0.37
H -3.835 2.027 3.531 0.28
H -5.181 0.350 0.541 0.39
H -4.131 1.247 -0.569 0.19
H -5.515 2.053 0.196 0.30
H -4.541 4.131 1.651 0.22
H -4.295 5.270 0.323 0.31
H -3.468 5.521 1.867 0.35
H -0.896 4.040 -0.398 -0.02
H -1.188 5.450 0.640 0.31
H -2.093 5.258 -0.869 0.35
H -1.576 4.548 2.810 0.26
H -0.355 3.674 3.737 0.29
H -2.042 3.658 4.271 0.29
H -1.538 0.360 2.621 0.20
H -1.732 1.119 4.203 0.45
H -0.153 1.160 3.388 0.26
```

The net charge is +1.

---

Entry 2:
C36H98N10O10 | wB97M-V/def2-TZVPD

The geometry in XYZ format:
```
154
Properties=species:S:1:pos:R:3:mulliken_charge:R:1
C 2.332 -1.351 -5.160 -0.82
O 2.057 -2.144 -4.019 -0.23
C 3.088 -2.293 -3.054 -0.87
C 2.691 -3.161 -1.936 1.41
C 3.925 -3.393 -1.055 -1.48
N 2.208 -4.521 -2.331 -0.50
H 2.414 -0.300 -4.874 0.28
H 1.429 -1.365 -5.800 0.27
H 3.164 -1.642 -5.784 0.32
H 4.017 -2.585 -3.627 0.31
H 3.370 -1.289 -2.601 0.23
H 1.943 -2.621 -1.415 -0.19
H 3.585 -3.907 -0.194 0.44
H 4.412 -2.499 -0.702 -0.11
H 4.643 -3.998 -1.572 0.58
H 2.932 -5.114 -2.645 0.21
H 1.406 -4.529 -2.944 0.24
C 0.875 7.840 -3.031 -0.73
O 0.421 6.717 -2.318 -0.28
C 0.501 5.569 -3.058 -1.04
C 0.450 4.244 -2.305 0.46
C 0.752 3.098 -3.238 -0.94
N -0.896 4.072 -1.708 -0.38
H 0.216 8.136 -3.851 0.28
H 1.883 7.582 -3.438 0.33
H 0.989 8.706 -2.391 0.25
H -0.266 5.516 -3.795 0.33
H 1.462 5.641 -3.569 0.43
H 1.202 4.344 -1.498 0.22
H 1.582 3.321 -3.900 0.53
H -0.195 2.901 -3.750 0.06
H 0.940 2.156 -2.636 0.05
H -1.217 4.919 -1.286 0.25
H -1.598 3.723 -2.406 0.10
C -3.862 2.517 -1.376 0.11
O -3.586 2.264 -2.717 -0.15
C -4.589 1.625 -3.414 -0.97
C -4.227 0.768 -4.669 1.18
C -3.858 1.689 -5.807 -1.48
N -5.370 -0.057 -5.040 -0.69
H -4.859 3.039 -1.268 0.42
H -3.043 3.087 -0.987 -0.53
H -3.887 1.612 -0.740 0.16
H -5.089 0.878 -2.796 0.30
H -5.328 2.368 -3.697 0.44
H -3.316 0.181 -4.522 -0.32
H -4.622 2.462 -5.873 0.39
H -3.710 1.129 -6.736 0.47
H -2.895 2.152 -5.505 0.20
H -5.339 -0.929 -4.501 0.25
H -5.583 -0.234 -5.991 0.22
C 1.098 4.134 6.198 -0.34
O 0.248 4.473 5.118 -0.45
C 0.095 3.413 4.264 -0.47
C 1.008 3.460 3.057 0.55
C 0.807 4.796 2.282 -1.52
N 1.033 2.227 2.309 0.43
H 0.502 3.667 6.994 0.28
H 1.714 5.014 6.478 0.30
H 1.790 3.374 5.820 0.00
H 0.035 2.439 4.775 0.66
H -0.897 3.590 3.773 -0.25
H 2.007 3.636 3.475 0.31
H 1.648 4.927 1.639 0.44
H 0.840 5.650 3.011 0.39
H -0.132 4.725 1.721 0.12
H 1.776 2.230 1.602 -0.04
H 1.266 1.451 2.919 -0.64
C -2.570 3.398 1.890 -0.58
O -3.067 2.412 2.821 -0.49
C -3.418 1.208 2.230 0.11
C -3.294 0.092 3.292 0.19
C -1.787 -0.318 3.443 -1.09
N -4.070 -1.052 2.910 -0.53
H -2.390 4.289 2.458 0.49
H -3.347 3.534 1.145 0.49
H -1.587 3.086 1.517 -0.14
H -4.408 1.308 1.823 0.76
H -2.780 0.939 1.350 -0.62
H -3.747 0.516 4.226 0.33
H -1.484 -1.106 2.716 0.16
H -1.564 -0.776 4.426 0.52
H -1.052 0.533 3.354 -0.02
H -3.591 -1.849 3.312 0.23
H -4.953 -1.085 3.402 0.24
C -1.515 -3.924 -2.354 0.05
O -2.021 -5.051 -1.618 -0.36
C -1.242 -6.223 -1.754 -0.45
C -1.414 -7.165 -0.549 0.39
C -0.733 -6.691 0.754 -1.30
N -0.618 -8.353 -1.009 -0.64
H -2.310 -3.164 -2.477 -0.16
H -1.253 -4.212 -3.374 0.50
H -0.613 -3.470 -1.926 -0.04
H -1.724 -6.783 -2.641 0.19
H -0.177 -5.954 -1.878 0.15
H -2.486 -7.301 -0.355 0.26
H -1.269 -5.820 1.126 0.27
H 0.326 -6.504 0.634 0.34
H -0.861 -7.580 1.405 0.37
H -1.008 -8.746 -1.873 0.23
H -0.693 -9.101 -0.332 0.26
C 4.069 -4.566 3.049 -0.80
O 3.076 -3.704 3.391 -0.41
C 2.657 -2.889 2.283 -0.36
C 2.224 -1.551 2.927 0.74
C 1.010 -1.719 3.851 -1.90
N 1.879 -0.568 1.922 1.05
H 4.975 -4.004 2.920 0.30
H 3.961 -5.006 2.049 0.25
H 4.278 -5.366 3.746 0.33
H 3.473 -2.612 1.596 -0.07
H 1.838 -3.359 1.709 0.41
H 3.175 -1.172 3.419 -0.04
H 0.203 -2.201 3.310 0.33
H 0.588 -0.771 4.189 0.25
H 1.298 -2.273 4.712 0.66
H 0.979 -0.745 1.494 -0.60
H 2.643 -0.374 1.292 -0.10
C 4.484 1.146 4.923 -0.63
O 5.343 0.977 3.760 -0.48
C 4.745 1.642 2.669 -0.20
C 5.444 1.113 1.445 0.16
C 4.868 1.999 0.359 -1.35
N 5.036 -0.267 1.312 -0.38
H 4.384 2.227 5.125 0.27
H 4.932 0.619 5.732 0.37
H 3.495 0.772 4.656 0.10
H 3.699 1.397 2.515 -0.20
H 4.834 2.745 2.794 0.64
H 6.568 1.205 1.495 0.38
H 3.802 1.685 0.108 0.10
H 5.414 1.925 -0.619 0.36
H 4.840 3.070 0.551 0.40
H 5.413 -0.665 0.477 0.19
H 5.332 -0.805 2.155 0.21
C -1.314 -0.194 -2.149 1.02
C -0.932 -0.079 -0.659 0.01
N -0.480 1.138 -0.295 1.77
O -0.973 -1.089 0.072 -0.89
H -0.712 -0.986 -2.610 -0.01
H -1.237 0.720 -2.854 -0.11
H -2.370 -0.537 -2.153 -0.70
H -0.608 1.959 -0.860 -0.40
H -0.106 1.252 0.635 -0.49
C -6.072 -2.385 -0.905 -1.30
C -4.702 -1.936 -1.207 0.73
N -3.972 -1.809 -0.100 0.13
O -4.348 -1.651 -2.339 -0.57
H -6.263 -3.402 -1.218 0.27
H -6.743 -1.735 -1.472 0.29
H -6.327 -2.423 0.168 0.36
H -2.998 -1.613 -0.172 -0.23
H -4.472 -1.749 0.802 0.20
```

As for the SMILES: COC[C@H](C)N.COC[C@H](C)N.COC[C@H](C)N.COC[C@H](C)N.COC[C@H](C)N.COC[C@H](C)N.COC[C@H](C)N.COC[C@H](C)N.CC(N)=O.CC(N)=O.

---

Ordered orbital gap results: 9.1; 9.2; unit eV.
Ordered total energy results: -3997.85415; -2730.22417; unit Eh.